# 1
Density functional theory data (ωB97M-V/def2-TZVPD) for one molecule with the formula C27H28N4O6.

Positions of all 65 atoms, in Å:
C (-1.09, -3.37, -0.96)
O (-2.09, -4.23, -0.60)
N (-1.22, 2.56, 0.41)
N (-2.81, 0.29, -0.07)
H (-3.37, 1.11, 0.12)
C (0.77, -1.46, -1.77)
H (0.69, 5.27, -1.71)
H (-0.70, 3.48, -2.80)
H (1.48, -0.71, -2.08)
C (-0.20, -1.14, 2.13)
C (-0.85, 3.81, 1.02)
H (-1.00, 5.39, -1.22)
C (0.88, 2.55, -1.72)
C (-3.54, -0.69, -0.72)
H (0.62, -4.66, -0.73)
H (0.47, 5.50, 0.79)
H (-1.76, 1.76, -1.43)
H (-0.31, -4.24, 2.89)
C (1.56, 3.73, 0.35)
H (-3.51, -2.53, -1.48)
H (4.31, 3.24, 2.23)
H (1.49, 2.76, -2.61)
C (0.57, -0.01, 2.37)
H (1.44, -0.10, 3.01)
C (3.76, 2.08, 0.54)
O (-4.73, -0.53, -0.90)
H (-1.07, -5.56, 0.62)
C (2.47, 3.93, 1.35)
N (1.75, 2.76, -0.57)
C (0.25, -3.68, -1.00)
H (3.40, -2.02, -2.84)
C (-1.74, -5.55, -0.25)
C (0.18, -2.41, 2.76)
O (1.10, -2.55, 3.53)
C (3.59, 3.09, 1.44)
H (-1.73, 4.47, 0.99)
H (2.31, 4.71, 2.07)
H (0.84, 2.06, 2.04)
C (-1.65, 0.18, 0.72)
C (-0.11, 4.77, -1.17)
C (2.84, 1.87, -0.53)
H (3.45, -1.29, -1.22)
H (4.60, 1.41, 0.59)
H (-2.43, 3.36, -1.08)
C (1.19, -2.72, -1.38)
H (0.64, 1.49, -1.75)
H (-0.92, -0.18, -2.05)
O (2.48, -3.13, -1.35)
C (0.23, 1.20, 1.82)
H (-2.67, -6.05, 0.00)
H (4.43, -2.74, -1.58)
H (-0.59, 3.65, 2.07)
H (-1.25, -6.07, -1.09)
N (-2.89, -1.77, -1.22)
H (-1.99, -1.87, 1.21)
C (-1.54, 2.72, -0.99)
C (-0.58, -1.15, -1.73)
C (-0.39, 3.39, -1.76)
C (3.49, -2.23, -1.77)
O (2.94, 1.01, -1.39)
C (-1.33, -1.02, 1.33)
C (-0.86, 1.33, 0.95)
C (-1.52, -2.07, -1.30)
O (-0.61, -3.45, 2.42)
C (0.30, 4.54, 0.28)

## Properties
DFT total energy: -46700.7094 eV
E_HOMO: -7.716 eV
Gap between HOMO and LUMO: 8.17 eV
Molecular weight: 504.5 g/mol
E_LUMO: 0.456 eV
SMILES: COc1ccc(NC(=O)Nc2cc(C(=O)O)ccc2N2C[C@H]3C[C@@H](C2)c2cccc(=O)n2C3)c(OC)c1

---

# 2
Density functional theory data (ωB97M-V/def2-TZVPD) for C27H28NO4Rh as an isolated structure.

Positions of all 61 atoms, in Å:
C (-0.58, 0.16, 3.18)
H (-3.07, 3.51, -2.27)
C (4.78, -3.46, -1.44)
C (2.25, 1.76, 5.85)
H (-2.26, -1.08, 2.92)
C (-2.02, 1.67, -2.73)
H (-0.05, -5.14, 1.83)
C (-1.59, -1.04, 5.00)
C (-1.47, 1.52, -0.02)
H (2.97, 2.18, 6.53)
H (4.09, -3.83, -2.21)
C (0.33, 0.34, 5.43)
C (-1.25, 0.65, -2.19)
H (-1.71, -3.92, 0.08)
C (3.64, -1.31, -1.20)
C (0.66, -2.72, 0.76)
H (5.75, -3.96, -1.57)
H (1.64, -2.71, 1.25)
C (0.39, 0.69, 4.06)
C (-0.74, -0.47, -3.13)
H (1.42, 1.82, 2.55)
H (-0.70, -0.82, 6.93)
H (6.18, -0.38, -0.72)
H (1.22, -4.12, -0.76)
C (-2.23, 2.61, -0.54)
H (-0.10, -2.63, 1.56)
H (-1.10, -5.04, -1.16)
H (1.63, -5.33, 1.32)
H (-0.99, -3.28, -1.40)
H (-2.21, 1.65, -3.79)
O (-1.05, -0.36, -4.33)
H (3.06, 2.77, 4.10)
H (5.47, -0.50, -3.10)
Rh (0.57, -0.91, -0.41)
H (6.21, -2.11, -3.32)
H (1.27, 0.63, 7.36)
H (-2.35, -1.73, 5.35)
C (-1.32, 1.48, 1.39)
C (0.45, -4.04, 0.02)
N (-0.94, 0.56, -0.89)
C (1.39, 1.58, 3.60)
O (-1.78, 2.28, 2.21)
C (-0.92, -4.08, -0.66)
H (4.48, -1.84, -3.68)
O (-0.09, -1.41, -2.59)
O (-0.49, 0.43, 1.86)
H (4.36, -3.72, -0.47)
C (-2.50, 2.68, -1.87)
C (6.03, -1.46, -0.61)
H (6.98, -1.96, -0.83)
H (5.75, -1.66, 0.42)
C (4.92, -1.93, -1.56)
C (2.56, -0.83, -0.85)
C (0.60, -5.25, 0.96)
C (-0.67, -0.54, 5.88)
H (-2.58, 3.36, 0.16)
C (5.30, -1.57, -3.01)
C (2.30, 2.10, 4.47)
C (1.30, 0.90, 6.31)
C (-1.55, -0.69, 3.63)
H (0.35, -6.20, 0.45)

## Properties
DFT total energy: -41139.2286 eV
E_HOMO (alpha / beta): 0.475 / -1.744 eV
Gap between HOMO and LUMO (alpha / beta): 4.00 / 6.22 eV
<S²>: 6.03
Net charge: -2
Molecular weight: 533.4 g/mol
2S+1: 5
E_LUMO (alpha / beta): 4.476 / 4.474 eV

---

# 3
Density functional theory data (ωB97M-V/def2-TZVPD) for C27H29AlClOP as an isolated structure at a distorted geometry.

Positions of all 60 atoms, in Å:
C (1.20, 3.75, -4.23)
H (-0.11, 2.90, -0.67)
H (2.10, -2.08, 2.39)
C (-1.26, -2.23, 2.37)
C (-1.65, -0.10, -2.48)
C (1.01, 2.41, -3.87)
C (-1.09, 1.68, 5.23)
H (1.29, 1.61, -4.54)
H (-5.26, -1.33, -3.24)
C (-4.26, -0.98, -2.97)
H (-4.73, 1.10, -3.29)
C (1.98, -2.51, -4.24)
C (1.27, -0.72, -2.77)
C (0.49, -2.26, 0.86)
H (-1.74, -0.91, 5.55)
C (3.50, -1.65, -2.56)
H (0.12, -2.43, 3.94)
H (-2.44, 1.91, -2.75)
C (0.87, 4.78, -3.34)
C (2.53, -0.77, -2.12)
Cl (3.02, 1.30, 2.47)
Al (1.33, 0.13, 2.73)
C (0.45, 2.12, -2.62)
H (-3.53, -2.94, -2.44)
H (2.72, -0.10, -1.28)
C (0.22, 3.15, -1.67)
H (-1.23, -2.16, -1.93)
C (0.99, -1.61, -3.83)
H (4.47, -1.67, -2.08)
C (-0.87, -2.62, 1.11)
H (1.62, 1.14, 6.43)
H (1.61, 3.99, -5.21)
H (-0.59, 2.48, 4.68)
H (-1.48, 2.11, 6.16)
H (1.75, -0.32, 5.47)
C (-0.07, -1.71, 3.12)
H (-1.96, 1.36, 4.64)
C (3.23, -2.52, -3.62)
H (0.99, 5.83, -3.64)
H (1.07, -2.39, -0.07)
H (1.76, -3.20, -5.06)
C (-3.95, 0.39, -3.03)
H (1.63, 1.32, 4.68)
C (1.28, 0.66, 5.52)
H (0.01, -1.60, -4.30)
H (-2.21, -2.27, 2.87)
P (0.05, 0.43, -2.11)
H (-1.05, -0.56, 7.16)
C (-3.28, -1.88, -2.56)
H (-1.51, -3.16, 0.42)
H (-0.14, -1.56, 6.02)
C (-2.67, 0.84, -2.75)
O (-0.23, -0.32, 3.52)
C (-1.99, -1.46, -2.29)
C (1.12, -1.72, 2.04)
H (4.01, -3.21, -3.97)
C (-0.20, 0.49, 5.42)
C (-0.81, -0.70, 6.10)
H (0.19, 5.28, -1.35)
C (0.41, 4.48, -2.05)

## Properties
DFT total energy: -58922.6988 eV
E_HOMO (alpha / beta): -5.537 / -6.397 eV
Gap between HOMO and LUMO (alpha / beta): 5.46 / 6.63 eV
Molecular weight: 462.9 g/mol
E_LUMO (alpha / beta): -0.075 / 0.229 eV

---

# 4
Density functional theory data (ωB97M-V/def2-TZVPD) for one molecule with the formula C27H29BF6N5O6P at a distorted geometry.

Positions of all 75 atoms, in Å:
N (-3.58, 0.95, 0.76)
C (-2.36, 2.75, 1.75)
F (-2.17, -2.56, 2.11)
C (-1.21, -1.11, -1.10)
C (5.76, 3.55, -0.23)
P (1.61, 1.70, -0.05)
C (-3.93, -3.52, 0.79)
H (3.13, 0.19, 1.00)
B (-2.38, 4.06, 2.64)
F (-2.28, -4.73, 1.92)
H (-0.48, 4.10, 2.94)
H (6.71, 1.67, 0.09)
C (4.09, 3.59, -1.97)
H (0.81, 3.92, -0.55)
H (4.13, 1.57, -4.11)
C (-0.01, -0.33, -0.93)
H (-1.20, -4.88, -2.71)
H (2.08, -0.68, -0.95)
H (-2.98, -2.47, 4.55)
H (-0.82, -3.56, 0.55)
O (-4.29, -4.78, 3.72)
O (-1.29, 4.36, 3.40)
C (1.56, 0.17, -2.87)
H (-0.77, -2.01, -2.94)
C (-2.37, -0.67, -0.50)
H (-2.20, -2.66, -2.21)
N (-1.21, 2.36, 1.26)
H (-3.28, 5.90, 2.62)
C (-0.36, -3.57, -1.53)
H (1.09, 1.14, -2.76)
C (-1.20, 1.25, 0.47)
N (3.53, 1.64, -3.30)
C (0.01, 0.81, -0.16)
C (3.04, 0.32, -3.02)
C (-3.03, -3.61, 2.06)
C (2.53, 1.01, 1.38)
H (1.21, -5.21, -0.59)
O (-4.20, -1.43, -1.77)
C (4.31, 2.24, -2.23)
N (0.81, -4.80, 0.24)
H (-4.23, 4.76, 3.33)
H (0.70, -2.70, 0.11)
F (-5.73, -2.19, 0.09)
F (-4.45, -1.40, 1.64)
H (1.56, -4.59, 0.88)
H (0.55, -3.61, -2.13)
F (-4.98, -4.33, 1.00)
H (0.90, 3.73, 1.20)
H (3.35, 4.14, -2.53)
H (2.39, 3.90, 0.27)
F (-3.26, -3.99, -0.28)
C (-3.69, -1.37, -0.69)
C (0.07, -3.57, -0.08)
H (3.22, 1.77, 1.75)
O (-1.07, -4.78, -1.77)
H (1.19, -0.33, -3.76)
C (-1.19, -2.34, -1.98)
H (6.32, 4.06, 0.53)
C (5.25, 1.55, -1.48)
N (-3.55, 4.93, 2.60)
H (1.90, 0.62, 2.18)
C (1.25, -0.74, -1.65)
O (3.77, -0.64, -2.95)
C (-3.80, -3.75, 3.40)
C (1.39, 3.48, 0.27)
O (-3.84, -2.61, 4.14)
C (-3.56, 2.04, 1.46)
H (-4.50, 2.41, 1.85)
H (5.43, 0.50, -1.67)
C (-2.39, 0.52, 0.26)
C (4.81, 4.24, -0.98)
C (5.96, 2.20, -0.48)
H (4.65, 5.29, -0.79)
H (1.20, -1.75, -2.02)
C (-4.45, -2.08, 0.48)

## Properties
DFT total energy: -74476.2411 eV
E_HOMO: -8.037 eV
Gap between HOMO and LUMO: 7.18 eV
Molecular weight: 675.3 g/mol
E_LUMO: -0.853 eV
SMILES: CP(C)c1c(CCC(=O)Nc2ccccc2)c(C[C@H](O)CN)c(C(=O)C(F)(F)C(F)(F)C(F)(F)C(=O)O)c2ncc(B(N)O)nc12